A molecular structure, C14H41BN3O9V2 in a non-equilibrium geometry, computed with ωB97M-V with the def2-TZVPD basis set.

CARTESIAN COORDINATES (ANGSTROEM)
O 0.8069 2.3968 1.5567
V -0.5116 1.6543 1.0628
O -0.8856 0.4412 2.1102
O -0.5804 -1.9292 -2.0340
V -0.7034 -0.3276 -2.0237
O 0.1247 0.2304 -3.3033
O -2.7641 -0.2863 -3.2720
C -3.5478 0.6249 -2.4890
C -2.9314 1.5918 -1.4095
O -1.9827 0.9916 -0.5151
H -4.3074 0.0106 -2.0055
H -4.0934 1.3963 -3.0326
H -3.7713 2.0214 -0.8636
H -2.4437 2.3976 -1.9582
B 0.9044 0.1062 -0.3433
H 1.4470 -0.4388 -1.1002
H 1.4103 0.2696 0.5956
H 0.5181 1.0337 -0.7367
H 0.0804 -0.5458 -0.0979
C -3.4280 -2.5102 0.6680
C -2.6538 -3.0804 1.8574
C -1.1732 -3.4158 1.5946
O -0.9556 -4.5236 0.7819
C 0.3833 -4.5880 0.2452
N -2.7331 -2.1131 2.9346
H -3.6710 -3.2306 -0.1131
H -2.6993 -1.9341 0.0978
H -4.3509 -1.9704 0.8800
H -3.2561 -3.9650 2.0641
H -0.7014 -3.6378 2.5518
H -0.7272 -2.5359 1.1310
H 1.1527 -4.7355 1.0030
H 0.7149 -3.6800 -0.2583
H 0.5949 -5.4921 -0.3257
H -2.1690 -2.3922 3.7245
H -2.2065 -1.2993 2.6507
C -2.6555 5.4712 1.9803
C -2.0682 4.3484 1.1470
C -0.6776 4.7910 0.6687
O -0.1069 3.8497 -0.2411
C 1.0287 4.5063 -0.8787
N -1.9844 3.0528 1.9297
H -3.7360 5.3335 2.0202
H -2.4000 6.4150 1.4986
H -2.1222 5.4859 2.9308
H -2.6894 4.0804 0.2924
H 0.0869 5.0699 1.3939
H -0.8663 5.6952 0.0900
H 1.9158 4.5778 -0.2494
H 0.6976 5.3856 -1.4314
H 1.5456 3.8675 -1.5949
H -1.8700 3.3012 2.9019
H -2.9188 2.6705 1.9026
C 4.3642 -1.1884 0.5959
C 4.6141 -1.0455 -0.9196
C 3.9669 -2.1827 -1.6555
O 4.6704 -3.3977 -1.3685
C 4.0200 -4.4927 -1.7620
N 4.0077 0.1591 -1.2993
H 4.8477 -0.4140 1.1914
H 4.7759 -2.1225 0.9781
H 3.3490 -1.0713 0.9751
H 5.6494 -0.9619 -1.2501
H 3.8398 -1.9264 -2.7072
H 2.9333 -2.2215 -1.3116
H 2.9429 -4.4692 -1.5966
H 4.3738 -5.3875 -1.2497
H 4.2883 -4.6034 -2.8127
H 4.2788 0.8373 -0.6016
H 3.0088 0.0522 -1.1945

- 2S+1 = 1
- E (hartree) = -3312.1785
- F_max (eV/A) = 4.52
- energy above the lowest of the compared OMol25 structures with the same formula, charge and spin (kJ/mol) = 115.84
- charge = -1
- Kohn-Sham gap (eV) = 6.534